The following is a DFT calculation (the ωB97M-V functional and the def2-TZVPD basis) of a structure of composition C20H22N5NaO6S in a non-equilibrium geometry.

- E_LUMO (eV) = 4.1
- energy relative to the best compared isomer or geometry (same formula, charge and spin) (kJ/mol) = 11.8
- Kohn-Sham gap (Ha) = 0.19427
- net charge = -2

Positions of all 55 atoms, in Å:
Na -0.329 0.278 1.240
N -3.110 4.068 2.174
C -1.844 3.510 2.407
S -1.501 3.223 4.084
N -1.085 3.359 1.395
N 0.060 2.668 1.347
C 1.156 3.287 1.147
C 2.431 2.663 0.934
C 3.515 3.472 0.604
C 4.784 2.966 0.394
C 4.989 1.595 0.528
C 3.951 0.765 0.861
C 2.615 1.237 1.076
O 1.687 0.432 1.344
H -3.468 4.527 2.999
H -3.155 4.638 1.340
H 1.161 4.393 1.139
H 3.343 4.540 0.493
H 5.609 3.620 0.133
H 5.982 1.176 0.370
H 4.110 -0.305 0.962
C 0.495 -6.659 -0.807
O 1.082 -5.841 -1.777
C 0.907 -4.467 -1.626
C 1.547 -3.678 -2.593
C 1.441 -2.308 -2.503
C 0.688 -1.671 -1.521
C 0.564 -0.221 -1.429
C 1.745 0.605 -1.889
O -0.435 0.323 -0.985
C -0.003 -2.465 -0.537
O -0.706 -1.993 0.392
C 0.162 -3.884 -0.642
H 0.701 -7.690 -1.103
H -0.590 -6.506 -0.763
H 0.923 -6.477 0.186
H 2.111 -4.155 -3.382
H 1.939 -1.711 -3.258
H 2.104 0.314 -2.873
H 2.546 0.450 -1.168
H 1.485 1.659 -1.877
H -0.356 -4.463 0.108
C -5.440 1.514 -0.324
N -4.642 0.424 -0.811
C -3.783 -0.257 0.038
N -3.162 -1.322 -0.544
O -3.686 0.043 1.204
H -6.494 1.230 -0.207
H -5.373 2.373 -0.997
H -5.028 1.786 0.650
H -4.873 0.013 -1.701
H -3.041 -1.261 -1.543
H -2.282 -1.575 -0.069
O -0.889 0.575 3.224
C -0.556 1.183 4.155

natural (NBO) population analysis, charges in e, atoms 1 to 4: number 1, Na, carries 0.88; number 2, N, carries -0.84; number 3, C, carries 0.26; number 4, S, carries -0.38